(1)
{
  "formula": "C15H38N7O7PZn",
  "method": "ωB97M-V/def2-TZVPD",
  "symbols": ["Zn", "P", "O", "O", "O", "O", "O", "O", "O", "N", "N", "N", "N", "N", "N", "N", "C", "C", "C", "C", "C", "C", "C", "C", "C", "C", "C", "C", "C", "C", "C", "H", "H", "H", "H", "H", "H", "H", "H", "H", "H", "H", "H", "H", "H", "H", "H", "H", "H", "H", "H", "H", "H", "H", "H", "H", "H", "H", "H", "H", "H", "H", "H", "H", "H", "H", "H", "H", "H"],
  "positions_angstrom": [[-1.180953, 0.439123, -0.923626], [1.292196, -0.502641, 1.227799], [0.488686, -0.444495, -0.047257], [0.842104, 0.812745, -2.884277], [-1.239733, 0.801185, -6.083325], [-3.283642, 1.553128, -1.093142], [-0.873652, -1.504172, -3.193638], [-2.704283, -0.255500, 1.695378], [-1.595791, 2.280341, 1.370547], [0.637894, 0.469224, 2.495652], [-1.420282, -1.230542, -1.947402], [-0.931999, 2.089200, 0.305992], [1.445054, -2.106241, 1.699153], [2.853680, -0.100527, 0.788607], [-2.306540, -0.633177, 0.406348], [0.226418, 1.407500, -1.961564], [0.244667, -2.980997, 1.939532], [0.682817, 2.493136, -1.368614], [-1.970221, -2.232555, -1.278539], [-3.231337, -2.871238, 0.865379], [-2.514293, -1.888451, 0.022400], [3.290675, 1.333992, 0.634384], [3.391275, -0.883630, -0.369285], [-2.141741, 1.233091, -5.032063], [2.426877, -2.364382, 2.771576], [0.447683, 4.009814, 0.752709], [0.060376, 2.847135, -0.095597], [-0.294198, -0.158737, 3.481128], [1.595968, 1.274954, 3.287683], [1.813669, 3.218742, -2.007496], [-2.058280, -3.612503, -1.819381], [-1.297003, -3.840029, -2.577007], [-0.512078, -2.776976, 1.174870], [1.287088, 4.600601, 0.368459], [-3.263039, 0.663969, -0.655940], [-2.408320, 0.705027, 1.783265], [3.212101, -1.940101, -0.185630], [-3.046758, -3.779504, -2.275450], [2.405433, 1.963121, 0.436913], [2.707788, 2.573568, -2.064371], [2.886313, -0.571715, -1.295426], [4.474448, -0.736339, -0.500980], [0.712117, 3.666357, 1.764634], [-0.413220, 4.690918, 0.852162], [-1.947537, -4.343415, -1.008755], [-2.553530, 0.356366, -4.475470], [-0.181624, -2.795970, 2.947808], [-2.986369, 1.768209, -5.500861], [2.569904, -3.436072, 2.982108], [-1.828081, 0.390357, -6.743758], [-2.607748, 2.091696, -0.622691], [2.031241, 2.092805, 2.709195], [-2.528092, -3.517267, 1.414887], [-3.905462, -2.410847, 1.602113], [4.005205, 1.501058, -0.199644], [2.075549, -1.901616, 3.702180], [0.471995, -4.066455, 1.907398], [-0.896422, 0.582795, 4.042848], [2.102217, 4.150302, -1.510641], [-0.632786, -0.628659, -3.588380], [1.533015, 3.471905, -3.043492], [-3.839537, -3.523563, 0.227734], [-0.995141, -0.825010, 2.978044], [3.789705, 1.696356, 1.543948], [-1.615716, 1.952224, -4.366712], [2.383956, 0.597838, 3.644392], [3.383874, -1.937896, 2.488822], [0.293198, -0.724670, 4.225122], [1.140213, 1.747101, 4.179231]],
  "forces_ev_per_angstrom": [[1.80, 1.43, 0.13], [-0.91, 0.33, -1.57], [-0.14, -0.83, 1.71], [0.76, -0.49, -2.16], [-0.97, -0.13, 0.30], [0.19, -0.83, -0.05], [-1.04, -0.13, 0.96], [-0.06, -0.87, -1.41], [-1.47, 0.39, 2.61], [0.68, -0.03, 0.47], [-0.87, -2.58, -0.52], [1.90, -0.30, -2.49], [-0.40, -1.56, 1.00], [1.55, 0.97, 0.15], [-1.03, -2.38, 1.11], [-0.60, 1.40, 1.97], [0.19, 0.61, -0.13], [-0.15, -0.68, -0.96], [1.58, 1.68, -2.86], [-0.50, -0.69, 0.31], [-0.17, 3.19, 2.18], [-0.63, 0.12, 0.39], [-0.54, -0.06, 0.12], [-0.01, 0.13, -0.36], [-0.12, 0.26, 0.10], [0.13, 0.51, 0.21], [-1.22, -0.06, 0.63], [0.31, -0.39, -0.43], [0.39, 0.00, -0.03], [0.57, 0.11, -0.24], [0.00, -0.74, -0.04], [-0.22, 0.39, 0.25], [0.26, 0.06, 0.22], [-0.18, -0.29, -0.05], [-0.68, 1.46, -0.23], [0.34, 0.29, -0.66], [-0.04, -0.06, -0.15], [0.23, 0.06, 0.10], [0.44, -0.08, 0.03], [-0.25, 0.20, -0.12], [0.04, -0.15, 0.16], [-0.39, 0.14, 0.44], [-0.23, 0.12, -0.19], [0.21, -0.23, 0.14], [-0.06, 0.13, -0.16], [0.37, 0.68, -0.15], [0.11, -0.05, -0.53], [0.17, -0.13, 0.37], [-0.25, 0.29, -0.42], [0.64, 0.21, 0.32], [-0.77, -0.12, 0.06], [-0.06, -0.28, 0.03], [-0.19, 0.17, -0.16], [0.43, 0.11, -0.33], [-0.62, -0.62, 0.41], [0.26, -0.08, 0.12], [0.39, 0.69, -0.22], [0.50, -0.01, -0.66], [-0.17, -0.22, 0.05], [0.51, -0.15, 0.77], [0.19, -0.18, 0.25], [0.14, 0.05, 0.13], [0.17, 0.12, 0.15], [-0.15, -0.18, -0.20], [-0.21, -0.78, -0.39], [0.21, 0.42, 0.16], [0.10, 0.06, 0.09], [-0.25, 0.03, -0.09], [-0.20, -0.43, -0.63]],
  "mulliken_charge": [-1.0750, -0.2718, 0.1656, -0.8570, -0.5203, -0.6945, -0.5131, -0.6481, -1.0445, 1.0022, 0.7509, 1.2921, 0.1807, 0.0834, 0.6209, 0.9992, -0.5650, 0.0280, 0.9999, -1.5873, -0.0029, -0.9544, -1.0965, -0.3365, -1.0908, -1.6243, 0.4770, -1.2097, -1.1970, -1.6963, -1.7404, 0.4098, -0.2620, 0.2297, 0.4375, 0.4496, 0.3630, 0.3385, 0.0946, 0.2392, 0.2755, 0.3946, 0.2211, 0.4419, 0.4281, 0.1778, 0.3586, 0.3916, 0.3977, 0.2933, 0.4872, 0.2011, 0.2364, 0.3767, 0.3572, 0.2177, 0.4367, 0.3250, 0.3103, 0.3922, 0.4201, 0.5221, 0.3571, 0.2866, 0.0572, 0.3555, 0.3499, 0.3538, 0.4028],
  "e_homo_ha": -0.2169,
  "charge": 0,
  "homo_lumo_gap_ha": 0.183,
  "molar_mass_g_mol": 524.88
}

---

(2)
{
  "formula": "C15H39F3O8Y",
  "method": "ωB97M-V/def2-TZVPD",
  "symbols": ["Y", "F", "F", "F", "O", "O", "O", "O", "O", "O", "O", "O", "C", "C", "C", "C", "C", "C", "C", "C", "C", "C", "C", "C", "C", "C", "C", "H", "H", "H", "H", "H", "H", "H", "H", "H", "H", "H", "H", "H", "H", "H", "H", "H", "H", "H", "H", "H", "H", "H", "H", "H", "H", "H", "H", "H", "H", "H", "H", "H", "H", "H", "H", "H", "H", "H"],
  "positions_angstrom": [[0.677976, -0.490108, -0.346675], [-4.011922, -0.668319, -0.031920], [-4.785869, 1.058302, -1.089606], [-3.500609, -0.345060, -2.106400], [1.599257, 1.786249, -0.686411], [2.774168, -1.227970, -0.033993], [-0.310912, -1.804910, 1.319322], [-2.548194, 1.417796, 0.839750], [1.051647, 0.684156, 1.803177], [1.330231, -0.325236, -2.632885], [0.130863, -2.614416, -1.333608], [-1.367607, 0.456549, -0.782895], [-2.469371, -1.643591, 2.518531], [-3.340742, 2.697677, 2.681316], [1.548275, -4.412077, -2.218285], [-0.533289, 0.863389, -3.778869], [3.879514, 2.285367, 0.111436], [0.952381, 0.693271, -3.640612], [-2.490336, 1.102336, -0.540872], [-3.647251, 2.195032, 1.292074], [0.318887, 1.953806, 3.751595], [0.750866, -3.883888, -1.046240], [0.649720, 1.975475, 2.287325], [-3.696353, 0.269276, -0.945466], [-1.717608, -2.191701, 1.300326], [3.885192, -2.038888, -0.158684], [2.998929, 1.921030, -1.070742], [-4.274476, 3.065149, 3.123028], [-2.317699, -0.564057, 2.606322], [1.416674, -3.814766, -0.185368], [-2.547453, 2.058686, -1.101810], [1.268839, 2.673360, -0.519157], [-0.342019, 2.791719, 3.984436], [-0.193818, 2.301292, 1.678794], [-1.068322, -0.060718, -3.533926], [4.813205, -1.453838, -0.309302], [4.924805, 2.141826, -0.166899], [-3.775474, 3.067625, 0.640137], [-3.538067, -1.794164, 2.366965], [-2.679795, 3.568054, 2.664589], [0.102291, -2.270798, 2.053346], [1.908454, -5.421727, -1.996090], [2.103816, -0.747262, -3.018507], [1.422720, 0.397730, -4.583823], [3.764979, 3.338790, 0.368650], [4.084348, -2.655623, 0.729314], [1.479308, 1.624529, -3.408317], [-4.564931, 1.605593, 1.285412], [-0.975071, 1.614973, -3.130903], [-0.225372, 1.042545, 3.996593], [-0.002639, -4.621978, -0.751739], [-0.613900, -2.800480, -1.916584], [-1.784993, -3.280936, 1.324523], [-0.817780, 1.055864, -4.814513], [0.932392, -4.554294, -3.110699], [3.667881, 1.641036, 0.962924], [1.457423, 2.686761, 2.072715], [1.205881, 2.069872, 4.372041], [-2.125512, -2.086922, 3.455030], [-2.934521, 1.964008, 3.376757], [3.835760, -2.707388, -1.035480], [3.049789, 2.737215, -1.800945], [3.336619, 1.017353, -1.563455], [1.640507, 0.255427, 2.433955], [2.425614, -3.800737, -2.415806], [-2.187308, -1.797269, 0.407107]],
  "forces_ev_per_angstrom": [[0.71, 0.73, 0.20], [-0.01, -0.08, -0.05], [0.05, -0.20, -0.03], [0.06, -0.29, -0.39], [0.53, -0.37, -0.45], [-2.18, 0.55, -0.15], [-0.51, -0.35, 0.09], [0.09, -0.17, 0.22], [-0.16, -0.40, -0.18], [-0.33, 0.78, -0.99], [0.01, -0.32, 0.12], [2.42, -1.45, 0.15], [0.49, 0.45, -0.31], [-0.44, 0.66, 0.45], [-0.09, -0.50, -0.10], [-0.77, -0.55, -0.05], [0.05, -0.17, -0.25], [0.80, 0.16, -0.20], [0.23, 1.00, 0.35], [0.23, 0.16, 0.09], [-0.32, 0.30, 0.15], [0.36, -0.98, 0.09], [0.35, 0.54, -0.45], [-0.89, 0.37, 0.09], [-0.57, 0.03, 1.09], [0.74, 0.10, -0.22], [0.13, 0.98, 0.07], [0.10, -0.08, -0.01], [0.01, -0.05, -0.21], [-0.11, 0.67, -0.01], [-0.26, -0.09, -0.08], [-0.25, -0.10, 0.09], [0.06, -0.02, 0.03], [-0.19, -0.41, 0.04], [0.26, -0.01, 0.05], [-0.23, 0.00, 0.06], [0.00, 0.00, 0.02], [-0.18, -0.14, -0.12], [0.03, -0.21, 0.19], [0.17, -0.18, -0.09], [0.15, 0.13, -0.01], [0.03, 0.14, 0.22], [0.06, -0.33, 0.48], [-0.32, -0.36, 0.07], [-0.11, -0.06, 0.20], [-0.21, -0.04, -0.04], [-0.30, -0.05, 0.38], [-0.03, -0.01, -0.02], [0.22, 0.14, 0.01], [0.04, -0.05, 0.11], [-0.21, 0.26, -0.13], [-0.01, 0.28, -0.07], [0.15, -0.01, -0.31], [0.22, 0.29, 0.03], [0.06, 0.36, -0.03], [-0.01, 0.02, 0.03], [0.02, -0.09, 0.14], [0.03, -0.25, 0.07], [-0.17, -0.23, -0.07], [0.01, -0.24, -0.25], [-0.10, -0.05, 0.17], [0.00, -0.19, -0.08], [-0.32, -0.30, 0.20], [0.08, 0.10, -0.01], [-0.10, 0.13, -0.20], [0.44, -0.02, -0.17]],
  "mulliken_charge": [1.4038, -0.2320, -0.2790, -0.2530, -0.2266, -0.6407, -0.1933, 0.1625, 0.0810, -0.2048, -0.1232, -0.3135, -1.2031, -1.1808, -1.3082, -1.0431, -1.3276, -0.2412, -0.3519, -0.5078, -1.4893, -0.2619, 0.2016, 0.7049, 0.0321, -0.9570, -0.1881, 0.4281, 0.0758, 0.2813, 0.2655, 0.1906, 0.3575, -0.0571, 0.2180, 0.2618, 0.4133, 0.3124, 0.3877, 0.2871, 0.1451, 0.4093, 0.1833, 0.4995, 0.3876, 0.3080, 0.1975, 0.3143, 0.1033, 0.2809, 0.3843, 0.1629, 0.4368, 0.4739, 0.3698, 0.1951, 0.3166, 0.4382, 0.4553, 0.2460, 0.2134, 0.4745, 0.2396, 0.1014, 0.1969, -0.0149],
  "e_homo_ha": -0.4307,
  "charge": 1,
  "relative_energy_ev": 0.000,
  "homo_lumo_gap_ha": 0.350,
  "molar_mass_g_mol": 493.37
}

---

(3)
{
  "formula": "C15H40BN2NaO",
  "method": "ωB97M-V/def2-TZVPD",
  "symbols": ["Na", "O", "N", "N", "C", "C", "C", "C", "C", "C", "C", "C", "C", "C", "C", "C", "C", "C", "C", "B", "H", "H", "H", "H", "H", "H", "H", "H", "H", "H", "H", "H", "H", "H", "H", "H", "H", "H", "H", "H", "H", "H", "H", "H", "H", "H", "H", "H", "H", "H", "H", "H", "H", "H", "H", "H", "H", "H", "H", "H"],
  "positions_angstrom": [[-0.314849, -0.235586, -0.855140], [1.187001, 1.753534, -0.626570], [-2.123349, 0.351754, 0.766170], [1.774431, -1.563986, -0.079200], [-0.693349, -0.365156, 2.761430], [2.947731, -0.982266, 0.628240], [1.348041, -2.841846, 0.554380], [2.201161, -1.812826, -1.469330], [2.500091, -0.619356, -2.385570], [-0.099989, -3.270966, 0.096150], [-3.100959, -0.702356, 1.125080], [-1.377689, 0.803794, 1.983220], [-3.722439, -1.282376, -0.110230], [-3.906499, 2.114904, 0.676140], [1.380221, 4.105214, -0.444150], [2.493151, -0.343046, 1.942510], [-2.641509, 1.504914, 0.010300], [3.388791, 2.589974, -0.810920], [1.917661, 2.733484, -0.599040], [-1.326609, -0.651326, -2.965220], [2.134081, -3.590286, 0.453940], [-3.805009, -0.310286, 1.859040], [2.911161, -2.637586, -1.530600], [-1.878709, 2.283084, 0.036640], [3.895431, 3.068794, 0.027020], [-2.797029, 1.204254, -1.025810], [1.239601, -2.642126, 1.620420], [3.245161, 0.193324, 2.521210], [-1.428969, -1.589166, -2.441560], [3.727701, 3.082684, -1.722220], [-1.765169, -0.692326, -3.950220], [-3.980409, 3.184184, 0.477970], [3.702931, -1.754286, 0.775750], [-1.988349, 1.386914, 2.672540], [1.762741, 0.179884, -2.310490], [1.236981, -2.136256, -1.861570], [-0.295189, -0.350676, -3.065430], [-0.098179, -3.571706, -0.951540], [2.074671, 4.676834, 0.171550], [2.091301, -1.081376, 2.636400], [3.451591, -0.219876, 0.034110], [1.316901, 4.579494, -1.423510], [-4.798309, 1.622184, 0.288850], [-2.923559, -1.649886, -0.754320], [-4.419399, -2.090006, 0.113540], [1.709191, 0.392954, 1.764170], [-1.869919, 0.133524, -2.462170], [-0.273939, -1.132936, 2.111270], [-0.614319, 1.513214, 1.663700], [2.484091, -1.066696, -3.379420], [-1.341569, -0.876716, 3.472920], [-3.885229, 1.950284, 1.753430], [-2.583649, -1.531956, 1.607000], [0.418751, 3.982594, 0.054480], [3.473651, -0.171636, -2.186000], [-4.330109, -0.590796, -0.693800], [-0.905269, -2.536806, 0.121600], [-0.473159, -4.050266, 0.760630], [0.109571, 0.023824, 3.387620], [3.638871, 1.529154, -0.825410]],
  "forces_ev_per_angstrom": [[0.99, -0.02, -0.50], [-0.29, 0.17, 0.51], [-2.21, 1.89, 3.57], [1.36, 0.70, 0.19], [-0.47, 0.29, 0.22], [-0.64, 0.20, 0.86], [-1.58, 1.42, 0.12], [-2.38, 0.14, -0.34], [0.64, -0.45, 0.70], [1.20, -0.39, -0.26], [0.72, -1.16, -1.31], [2.00, -1.41, -0.16], [-0.81, -0.07, -0.68], [-0.40, -0.77, -0.01], [0.01, -0.15, 0.68], [0.07, -0.03, 0.35], [0.58, 0.33, -0.33], [0.16, -0.39, 0.45], [0.11, -0.67, -1.00], [0.03, 0.01, -0.33], [-0.26, -0.44, -0.29], [-0.02, 0.48, 0.03], [0.33, 0.07, -0.09], [0.26, -0.27, -0.15], [0.18, 0.05, -0.01], [-0.20, -0.02, -0.04], [0.30, -0.03, 0.09], [0.44, -0.14, -0.32], [-0.38, -3.86, 2.19], [-0.12, 0.03, -0.04], [-1.58, -0.45, -3.53], [0.22, -0.15, -0.12], [0.14, -0.23, 0.28], [-0.72, -0.12, -0.28], [-0.02, -0.32, -0.13], [0.24, -0.81, -0.70], [4.06, 1.08, -0.30], [-0.06, -0.47, 0.16], [-0.17, 0.23, -0.02], [0.00, -0.06, -0.05], [-0.43, -0.14, -0.25], [-0.21, 0.03, 0.03], [-0.01, 0.09, 0.03], [-0.19, -0.13, -0.20], [0.29, -0.15, 0.27], [-0.06, -0.03, -0.28], [-2.23, 3.26, 2.38], [0.06, 0.24, -0.16], [0.10, -0.06, -0.30], [0.10, 0.45, -0.14], [-0.37, 0.12, -0.20], [0.03, 0.22, 0.00], [0.28, 0.33, 0.27], [-0.12, 0.55, -0.24], [0.14, -0.09, -0.20], [0.21, 0.26, 0.02], [0.38, 0.76, 0.32], [0.22, -0.37, -0.30], [0.01, 0.18, -0.28], [0.11, 0.29, -0.17]],
  "mulliken_charge": [0.0383, -0.3792, 0.6915, 1.0657, -1.4707, -0.4719, -0.9585, -0.6923, -1.1210, -1.3624, -0.5958, -0.2675, -1.2966, -1.1849, -1.3188, -1.1221, -0.2163, -0.9371, 0.7976, 1.2279, 0.4973, 0.4764, 0.4620, 0.0721, 0.3869, 0.1770, 0.3680, 0.4739, -0.2876, 0.3511, -0.0847, 0.3903, 0.4112, 0.5026, -0.0101, 0.3517, -0.3081, 0.3969, 0.4237, 0.4169, 0.0263, 0.3315, 0.3410, 0.2401, 0.4534, -0.0268, -0.5819, 0.2842, 0.2033, 0.4018, 0.4471, 0.3196, 0.4947, 0.2197, 0.4887, 0.3325, 0.2192, 0.4470, 0.4916, -0.0263],
  "e_homo_ha": [-0.4378, -0.4351],
  "charge": 1,
  "homo_lumo_gap_ha": [0.343, 0.150],
  "multiplicity": 2,
  "molar_mass_g_mol": 298.30
}